w:
Density functional theory data (ωB97M-V/def2-TZVPD) for a cluster of 2 separate species, C12H17N in total.

Each atom is followed by the atoms it is bonded to, with distances in Å.
CARTESIAN COORDINATES (ANGSTROEM)
1 C -2.565 -0.529 -1.837  C2 1.534, H11 1.064, H12 1.000, H13 1.156
2 C -1.904 0.061 -0.585  C1 1.534, C3 1.336, C10 1.463
3 C -1.851 1.335 -0.187  C2 1.336, N4 1.560, H14 1.132
4 N -1.102 1.408 1.179  C3 1.560, C5 1.390, H15 0.945
5 C -0.652 0.100 1.318  N4 1.390, C6 1.381, C10 1.414
6 C 0.365 -0.288 2.167  C5 1.381, C7 1.394, H16 1.158
7 C 0.654 -1.640 2.343  C6 1.394, C8 1.453, H17 1.111
8 C 0.092 -2.480 1.299  C7 1.453, C9 1.390, H18 1.069
9 C -0.641 -2.061 0.194  C8 1.390, C10 1.364, H19 1.129
10 C -1.073 -0.770 0.286  C2 1.463, C5 1.414, C9 1.364
11 H -2.672 -1.586 -1.785  C1 1.064
12 H -2.001 -0.326 -2.637  C1 1.000
13 H -3.547 0.066 -1.971  C1 1.156
14 H -2.066 2.404 -0.488  C3 1.132
15 H -0.473 2.111 1.225  N4 0.945
16 H 1.006 0.436 2.803  C6 1.158
17 H 1.252 -2.132 3.140  C7 1.111
18 H 0.567 -3.425 1.459  C8 1.069
19 H -1.031 -2.710 -0.643  C9 1.129
20 C 1.928 0.148 -1.363  C21 1.458, H23 1.213, H24 1.103, H25 1.152
21 C 2.345 1.479 -0.940  C20 1.458, C22 1.592, H26 1.028, H27 1.066
22 C 2.873 2.309 -2.193  C21 1.592, H28 1.078, H29 1.180, H30 1.053
23 H 1.706 -0.656 -0.482  C20 1.213
24 H 0.917 0.002 -1.778  C20 1.103
25 H 2.804 -0.454 -1.805  C20 1.152
26 H 3.088 1.420 -0.233  C21 1.028
27 H 1.749 1.998 -0.224  C21 1.066
28 H 2.128 2.289 -2.971  C22 1.078
29 H 3.495 1.508 -2.796  C22 1.180
30 H 3.372 3.230 -2.077  C22 1.053

Values from the calculation:
orbital gap = 9.20 eV
charge = 0
SMILES = Cc1c[nH]c2ccccc12.CCC

Löwdin population analysis, charges in e, atoms 1 to 2:
1. C -0.020
2. C -0.234

x:
Density functional theory data (ωB97M-V/def2-TZVPD) for a cluster of 2 separate species, C12H17N in total.

Each atom is followed by the atoms it is bonded to, with distances in Å.
CARTESIAN COORDINATES (ANGSTROEM)
1 C -3.137 0.399 1.069  C2 1.492, H11 1.084, H12 1.089, H13 1.091
2 C -2.123 -0.396 0.316  C1 1.492, C3 1.357, C10 1.456
3 C -1.803 -0.305 -0.999  C2 1.357, N4 1.384, H14 1.066
4 N -0.611 -0.950 -1.279  C3 1.384, C5 1.380, H15 1.003
5 C -0.182 -1.541 -0.107  N4 1.380, C6 1.401, C10 1.394
6 C 0.944 -2.343 0.116  C5 1.401, C7 1.386, H16 1.080
7 C 1.090 -2.804 1.415  C6 1.386, C8 1.396, H17 1.087
8 C 0.240 -2.480 2.475  C7 1.396, C9 1.391, H18 1.077
9 C -0.868 -1.683 2.205  C8 1.391, C10 1.393, H19 1.085
10 C -1.062 -1.192 0.917  C2 1.456, C5 1.394, C9 1.393
11 H -3.908 0.781 0.410  C1 1.084
12 H -2.668 1.183 1.661  C1 1.089
13 H -3.645 -0.257 1.778  C1 1.091
14 H -2.324 0.209 -1.774  C3 1.066
15 H -0.250 -1.236 -2.169  N4 1.003
16 H 1.677 -2.576 -0.642  C6 1.080
17 H 1.984 -3.400 1.581  C7 1.087
18 H 0.354 -2.821 3.490  C8 1.077
19 H -1.471 -1.298 3.020  C9 1.085
20 C 2.155 2.751 -2.180  C21 1.508, H23 1.096, H24 1.093, H25 1.094
21 C 1.347 1.653 -1.536  C20 1.508, C22 1.529, H26 1.058, H27 1.096
22 C 1.214 1.770 -0.017  C21 1.529, H28 1.094, H29 1.085, H30 1.089
23 H 2.641 2.479 -3.124  C20 1.096
24 H 2.988 3.073 -1.550  C20 1.093
25 H 1.588 3.641 -2.469  C20 1.094
26 H 0.402 1.479 -1.976  C21 1.058
27 H 1.836 0.689 -1.716  C21 1.096
28 H 2.054 1.231 0.430  C22 1.094
29 H 1.178 2.782 0.372  C22 1.085
30 H 0.361 1.163 0.285  C22 1.089

Values from the calculation:
orbital gap = 8.79 eV
charge = 0
SMILES = Cc1c[nH]c2ccccc12.CCC

Löwdin population analysis, charges in e, atoms 1 to 2:
1. C -0.048
2. C -0.230

y:
Density functional theory data (ωB97M-V/def2-TZVPD) for a cluster of 2 separate species, C12H17N in total.

Each atom is followed by the atoms it is bonded to, with distances in Å.
CARTESIAN COORDINATES (ANGSTROEM)
1 C 0.222 -1.635 -3.308  C2 1.553, H12 1.090, H13 1.099, H14 1.089
2 C 0.564 -1.961 -1.829  C1 1.553, C3 1.467, H15 1.091, H16 1.094
3 C -0.395 -1.326 -0.919  C2 1.467, C4 1.364, C11 1.445
4 C -1.445 -1.927 -0.290  C3 1.364, N5 1.386, H17 1.080
5 N -2.213 -1.066 0.479  C4 1.386, C6 1.408, H18 1.004
6 C -1.577 0.187 0.390  N5 1.408, C7 1.382, C11 1.440
7 C -1.812 1.440 0.925  C6 1.382, C8 1.388, H19 1.083
8 C -1.179 2.579 0.446  C7 1.388, C9 1.378, H20 1.087
9 C -0.291 2.523 -0.605  C8 1.378, C10 1.401, H21 1.077
10 C -0.039 1.255 -1.147  C9 1.401, C11 1.388, H22 1.092
11 C -0.602 0.081 -0.664  C3 1.445, C6 1.440, C10 1.388
12 H 1.093 -1.620 -3.962  C1 1.090
13 H -0.005 -0.566 -3.420  C1 1.099
14 H -0.564 -2.238 -3.760  C1 1.089
15 H 0.575 -3.050 -1.759  C2 1.091
16 H 1.607 -1.674 -1.660  C2 1.094
17 H -1.581 -2.998 -0.256  C4 1.080
18 H -2.603 -1.430 1.329  N5 1.004
19 H -2.542 1.437 1.726  C7 1.083
20 H -1.467 3.508 0.933  C8 1.087
21 H 0.305 3.383 -0.861  C9 1.077
22 H 0.828 1.158 -1.804  C10 1.092
23 C 2.191 0.595 2.969  C24 1.531, H25 1.080, H26 1.092, H27 1.105
24 C 1.113 0.408 1.898  C23 1.531, H28 1.076, H29 1.107, H30 1.081
25 H 3.119 0.972 2.566  C23 1.080
26 H 1.902 1.197 3.833  C23 1.092
27 H 2.520 -0.298 3.531  C23 1.105
28 H 0.780 1.389 1.607  C24 1.076
29 H 0.293 -0.008 2.515  C24 1.107
30 H 1.201 -0.315 1.098  C24 1.081

Values from the calculation:
orbital gap = 8.82 eV
charge = 0
SMILES = CCc1c[nH]c2ccccc12.CC

Löwdin population analysis, charges in e, atoms 1 to 2:
1. C -0.094
2. C -0.198

Which structure loses on stability? w does.

w:
Density functional theory data (ωB97M-V/def2-TZVPD) for a cluster of 2 separate species, C12H17N in total.

Each atom is followed by the atoms it is bonded to, with distances in Å.
CARTESIAN COORDINATES (ANGSTROEM)
1 C 2.750 -0.297 -2.219  C2 1.468, H11 1.099, H12 1.088, H13 1.094
2 C 2.025 -0.309 -0.944  C1 1.468, C3 1.352, C10 1.467
3 C 1.827 -1.327 -0.076  C2 1.352, N4 1.398, H14 1.081
4 N 1.338 -0.902 1.162  C3 1.398, C5 1.350, H15 1.006
5 C 1.188 0.436 1.056  N4 1.350, C6 1.421, C10 1.407
6 C 0.936 1.385 2.083  C5 1.421, C7 1.377, H16 1.080
7 C 0.815 2.719 1.763  C6 1.377, C8 1.420, H17 1.082
8 C 1.073 3.139 0.431  C7 1.420, C9 1.356, H18 1.083
9 C 1.578 2.259 -0.468  C8 1.356, C10 1.395, H19 1.086
10 C 1.648 0.893 -0.192  C2 1.467, C5 1.407, C9 1.395
11 H 3.734 0.180 -2.107  C1 1.099
12 H 2.307 0.289 -3.022  C1 1.088
13 H 2.902 -1.315 -2.591  C1 1.094
14 H 2.102 -2.357 -0.257  C3 1.081
15 H 1.156 -1.519 1.935  N4 1.006
16 H 0.944 1.058 3.113  C6 1.080
17 H 0.782 3.452 2.557  C7 1.082
18 H 0.884 4.177 0.183  C8 1.083
19 H 2.009 2.641 -1.389  C9 1.086
20 C -3.886 -0.547 0.263  C21 1.529, H23 1.088, H24 1.102, H25 1.096
21 C -2.411 -0.845 -0.003  C20 1.529, C22 1.542, H26 1.093, H27 1.083
22 C -2.281 -2.290 -0.525  C21 1.542, H28 1.103, H29 1.086, H30 1.096
23 H -4.108 0.518 0.281  C20 1.088
24 H -4.470 -1.069 -0.511  C20 1.102
25 H -4.386 -1.071 1.087  C20 1.096
26 H -1.941 -0.877 0.983  C21 1.093
27 H -1.899 -0.185 -0.693  C21 1.083
28 H -1.461 -2.824 -0.017  C22 1.103
29 H -2.007 -2.477 -1.560  C22 1.086
30 H -3.146 -2.932 -0.323  C22 1.096

Values from the calculation:
orbital gap = 8.83 eV
charge = 0
SMILES = Cc1c[nH]c2ccccc12.CCC

Löwdin population analysis, charges in e, atoms 1 to 2:
1. C -0.062
2. C -0.235

x:
Density functional theory data (ωB97M-V/def2-TZVPD) for a cluster of 2 separate species, C12H17N in total.

Each atom is followed by the atoms it is bonded to, with distances in Å.
CARTESIAN COORDINATES (ANGSTROEM)
1 C 2.464 0.800 1.427  C2 1.586, H12 1.098, H13 1.072, H14 1.072
2 C 1.508 0.345 2.608  C1 1.586, C3 1.551, H15 1.092, H16 1.106
3 C 0.090 0.029 2.066  C2 1.551, C4 1.358, C11 1.404
4 C -0.991 0.378 2.811  C3 1.358, N5 1.437, H17 1.075
5 N -2.139 0.091 1.997  C4 1.437, C6 1.387, H18 0.974
6 C -1.673 -0.303 0.752  N5 1.387, C7 1.459, C11 1.528
7 C -2.428 -0.631 -0.454  C6 1.459, C8 1.423, H19 1.082
8 C -1.703 -0.934 -1.640  C7 1.423, C9 1.407, H20 1.035
9 C -0.299 -1.031 -1.632  C8 1.407, C10 1.389, H21 1.115
10 C 0.405 -0.793 -0.458  C9 1.389, C11 1.386, H22 1.090
11 C -0.148 -0.394 0.749  C3 1.404, C6 1.528, C10 1.386
12 H 3.370 1.361 1.691  C1 1.098
13 H 1.863 1.335 0.720  C1 1.072
14 H 2.812 0.000 0.805  C1 1.072
15 H 1.926 -0.463 3.211  C2 1.092
16 H 1.351 1.236 3.244  C2 1.106
17 H -1.232 0.542 3.846  C4 1.075
18 H -2.909 0.682 2.081  N5 0.974
19 H -3.465 -0.854 -0.242  C7 1.082
20 H -2.173 -1.172 -2.532  C8 1.035
21 H 0.160 -1.333 -2.601  C9 1.115
22 H 1.481 -0.906 -0.325  C10 1.090
23 C 1.404 1.444 -3.083  C24 1.488, H25 1.161, H26 1.052, H27 1.205
24 C 1.728 0.158 -3.759  C23 1.488, H28 1.040, H29 1.141, H30 1.107
25 H 2.297 2.185 -3.096  C23 1.161
26 H 0.600 1.932 -3.556  C23 1.052
27 H 1.291 1.312 -1.890  C23 1.205
28 H 2.594 0.176 -4.336  C24 1.040
29 H 1.816 -0.628 -2.937  C24 1.141
30 H 1.051 -0.448 -4.391  C24 1.107

Values from the calculation:
orbital gap = 8.91 eV
charge = 0
SMILES = CCc1c[nH]c2ccccc12.CC

Löwdin population analysis, charges in e, atoms 1 to 2:
1. C -0.092
2. C -0.153

Which structure loses on stability? x does.